Entry from OMol25: a structure of composition C3H6BrFN2O3S (the ωB97M-V functional and the def2-TZVPD basis).

Results
Calculated total energy (eV): -95924.402
Largest force on an atom (Eh/bohr): 0.0096

```
17
Properties=species:S:1:pos:R:3:forces:R:3:mulliken_charge:R:1
Br -1.000 0.212 2.240 0.080 -0.003 -0.078 0.04
S -2.367 -0.729 -0.291 0.372 -0.057 -0.316 1.14
F -3.259 -0.898 0.961 -0.110 -0.089 0.082 -0.21
O -2.168 -2.023 -0.834 -0.063 0.168 0.041 -0.53
O 3.356 0.290 0.260 0.306 0.095 -0.078 -0.47
O -2.917 0.328 -1.063 0.011 -0.091 0.149 -0.53
N 1.833 -1.391 0.095 0.131 -0.051 0.207 -0.61
N -0.903 -0.256 0.417 -0.344 0.126 0.161 -0.11
C 1.182 1.110 0.031 -0.154 -0.135 -0.064 -0.64
C -0.268 0.837 -0.359 0.069 0.361 0.174 -0.79
C 2.206 -0.022 0.149 -0.058 0.013 -0.074 0.40
H -0.351 0.616 -1.422 0.005 -0.366 0.047 0.58
H -0.840 1.754 -0.199 0.020 0.036 -0.117 0.41
H 1.596 1.749 -0.751 -0.032 0.111 0.064 0.34
H 1.642 -1.692 -0.853 0.055 -0.107 -0.032 0.28
H 1.028 -1.588 0.673 -0.313 0.052 -0.236 0.34
H 1.229 1.700 0.946 0.025 -0.064 0.070 0.36
```
Positions in Å, forces in eV/Å.

***

Entry from OMol25: a cluster of 2 separate species, C2HBrCl2O in total at a distorted geometry (the ωB97M-V functional and the def2-TZVPD basis).

Results
Calculated total energy (eV): -99220.641
Largest force on an atom (Eh/bohr): 0.0735

```
7
Properties=species:S:1:pos:R:3:forces:R:3:mulliken_charge:R:1
Br 2.277 -0.981 0.122 0.424 -0.048 -0.288 0.02
Cl 1.447 1.062 -1.933 0.190 -0.350 0.448 0.00
Cl -2.513 0.585 -0.194 0.579 0.383 0.298 -0.19
O -1.443 -1.087 1.454 0.755 0.264 0.837 -0.31
C 1.407 0.644 -0.264 0.236 0.253 -0.495 0.05
C -1.159 -0.215 0.731 0.780 -0.794 -3.128 0.64
H -0.015 -0.008 0.083 -2.965 0.292 2.328 -0.21
```
Positions in Å, forces in eV/Å.

***

Entry from OMol25: a cluster of 2 separate species, C3H9S2 in total at a distorted geometry (the ωB97M-V functional and the def2-TZVPD basis).

Results
Calculated total energy (eV): -24927.931
Largest force on an atom (Eh/bohr): 0.0236
Total charge: -1

```
14
Properties=species:S:1:pos:R:3:forces:R:3:mulliken_charge:R:1
S 0.583 -0.675 2.217 0.310 -0.210 -0.393 -0.18
S -1.111 0.049 -2.327 0.258 0.174 -0.044 -0.71
C -0.889 -0.478 1.170 0.253 0.646 0.313 -0.41
C 1.845 -0.168 0.990 -0.535 -0.039 1.090 -0.72
C -0.082 1.534 -2.004 0.026 -0.117 0.404 -0.73
H 0.992 1.378 -2.160 -0.058 -0.128 -0.284 0.19
H -0.651 -0.418 0.099 -0.023 -0.517 0.062 -0.12
H -0.399 2.378 -2.617 0.039 0.078 -0.061 0.26
H 2.791 -0.179 1.522 0.227 0.046 -0.037 0.31
H 1.571 0.853 0.749 0.295 -0.010 -0.615 0.20
H -1.547 -1.307 1.412 -0.227 0.079 -0.261 0.29
H -1.342 0.490 1.397 -0.252 -0.220 0.135 0.23
H 1.867 -0.866 0.162 -0.101 0.215 -0.256 0.26
H -0.142 1.859 -0.954 -0.211 0.003 -0.053 0.12
```
Positions in Å, forces in eV/Å.

***

Entry from OMol25: a cluster of 2 separate species, CH5S3 in total (the ωB97M-V functional and the def2-TZVPD basis).

Results
Calculated total energy (eV): -33625.082
Largest force on an atom (Eh/bohr): 0.0159
Total charge: -1

```
9
Properties=species:S:1:pos:R:3:forces:R:3:mulliken_charge:R:1
S -0.110 1.748 0.977 0.089 0.037 -0.015 -0.18
S 0.663 2.096 -0.914 0.105 0.057 -0.057 -0.66
S 1.148 -1.485 -1.515 0.245 -0.585 -0.515 -0.38
C -0.926 0.125 0.796 0.515 0.416 -0.048 -0.61
H -0.397 -0.606 1.409 -0.354 -0.103 0.238 0.20
H -1.979 0.240 1.033 -0.117 -0.332 0.110 0.26
H 1.304 -0.145 -1.330 -0.163 0.350 0.262 0.13
H -0.775 -0.170 -0.235 -0.359 0.014 -0.125 0.11
H 1.072 -1.803 -0.223 0.038 0.146 0.150 0.12
```
Positions in Å, forces in eV/Å.

***

Entry from OMol25: a structure of composition C29H35BrF4O5P2Se2Ti at a distorted geometry (the ωB97M-V functional and the def2-TZVPD basis).

Results
Calculated total energy (eV): -294172.018
Spin multiplicity: 2
⟨S²⟩: 0.760
Largest force on an atom (Eh/bohr): 0.0413
Total charge: +1

```
79
Properties=species:S:1:pos:R:3:forces:R:3:mulliken_charge:R:1
Br -1.814 -1.131 -0.260 -0.287 -0.060 -0.452 -0.04
Se 1.373 -1.959 -0.218 -0.030 -0.510 -0.573 -0.53
Se -0.521 -0.501 3.120 -0.576 0.010 0.142 -0.29
Ti 0.398 -0.060 0.938 0.027 -0.971 0.820 0.08
P 2.341 1.423 0.649 0.594 1.763 -1.022 0.75
P -1.172 1.958 0.660 -1.448 0.701 -0.284 0.12
F -4.697 -1.443 -1.039 -0.204 0.017 -0.055 -0.31
F -6.719 0.409 -1.053 0.194 0.039 0.065 -0.27
F -3.736 3.615 0.669 -0.334 0.001 -0.149 -0.39
F -6.202 2.955 -0.198 0.073 -0.188 0.003 -0.28
O 2.209 1.337 -0.961 -0.269 -0.080 0.272 -0.01
O 3.916 1.764 0.774 -0.821 -0.151 -0.095 -0.42
O 2.226 -1.146 2.448 0.550 -0.146 0.257 0.30
O -0.321 -5.264 2.811 -0.322 -0.211 -0.119 -0.53
O 1.612 2.843 0.852 0.588 -0.415 0.387 0.35
C 2.844 4.809 1.601 -0.165 -0.201 -0.214 -1.23
C -4.473 -0.197 -0.640 0.293 0.172 0.134 0.30
C -0.962 4.438 3.912 0.050 0.130 0.118 -0.89
C -3.200 0.170 -0.217 -0.188 0.215 0.180 0.57
C -0.593 4.862 -2.853 -0.015 -0.022 -0.031 -0.66
C -0.443 2.683 -1.868 -0.006 -0.116 0.172 -0.67
C 4.776 1.160 1.735 0.450 -0.320 0.533 -0.28
C -5.241 2.040 -0.202 0.239 -0.107 0.026 0.20
C 3.016 0.485 -1.793 0.439 -0.291 -0.374 -0.38
C -1.904 3.886 4.763 0.002 -0.071 0.047 -0.80
C -1.498 2.802 2.238 0.235 -0.194 0.139 0.86
C -0.253 3.521 -2.951 0.003 -0.020 -0.062 -0.69
C -3.960 2.376 0.230 0.055 -0.295 -0.069 0.48
C 2.226 4.078 0.421 0.194 0.461 -0.085 -0.18
C -2.426 2.229 3.112 0.073 0.009 -0.183 -0.75
C 4.466 1.606 3.157 -0.013 -0.002 -0.397 -1.12
C 0.864 -4.587 3.134 0.531 0.324 0.120 -1.52
C 4.094 1.282 -2.501 -0.290 -0.022 0.226 -1.39
C -0.406 -2.489 3.117 0.010 0.298 -0.078 -1.32
C -0.755 3.901 2.654 -0.015 -0.136 -0.140 -0.03
C 2.151 -2.505 2.884 -0.168 -0.467 -0.012 -1.57
C -5.504 0.741 -0.643 0.278 0.167 0.120 0.48
C -1.304 4.532 -0.578 0.025 -0.090 0.042 -0.21
C -2.630 2.775 4.364 -0.021 0.033 -0.006 -0.85
C -1.127 5.359 -1.675 0.020 0.067 0.006 -0.72
C 0.686 -3.383 0.978 -0.043 0.079 -0.096 -1.20
C -0.963 3.188 -0.676 0.309 -0.231 0.211 1.06
C -2.910 1.459 0.221 0.101 -0.298 -0.036 -0.40
C 0.820 -3.173 2.495 0.069 -0.198 0.154 1.98
H 2.974 -3.075 2.428 -0.118 0.061 0.152 0.39
H 4.655 0.621 -3.153 0.074 -0.077 -0.131 0.45
H -0.015 4.328 1.996 0.043 0.071 -0.024 0.19
H -2.974 1.341 2.820 -0.015 0.075 0.019 0.51
H 3.471 -0.318 -1.201 -0.167 0.127 -0.032 0.32
H 4.775 1.710 -1.773 0.109 0.111 0.040 0.26
H -1.409 6.398 -1.606 -0.006 0.127 0.004 0.45
H 2.900 -0.720 2.994 -0.272 0.137 -0.058 -0.06
H 2.984 3.866 -0.337 -0.175 0.027 -0.017 0.46
H -0.475 -2.754 4.174 0.009 0.065 -0.089 0.52
H 0.969 -4.479 4.224 0.021 0.003 -0.082 0.48
H 1.260 -4.262 0.676 -0.085 0.095 0.039 0.51
H -2.062 4.310 5.744 -0.006 0.044 0.072 0.43
H 1.426 4.669 -0.033 0.058 -0.141 -0.009 0.26
H 4.741 2.649 3.300 -0.061 0.032 0.054 0.32
H 2.244 -2.538 3.976 0.057 -0.029 -0.104 0.57
H -0.447 5.516 -3.700 0.000 0.059 -0.053 0.43
H 3.741 4.299 1.936 0.088 -0.009 0.067 0.27
H 4.711 0.071 1.635 0.021 0.068 -0.001 0.33
H -0.358 -3.561 0.709 0.205 -0.061 0.084 0.46
H 3.107 5.821 1.300 0.050 0.073 0.005 0.47
H 1.746 -5.125 2.760 -0.043 0.046 0.003 0.50
H 5.785 1.466 1.450 -0.123 -0.107 0.002 0.36
H 0.161 3.131 -3.868 0.014 -0.032 -0.083 0.49
H -1.712 4.933 0.339 -0.008 0.003 0.003 0.36
H 2.329 0.027 -2.512 0.091 0.034 0.160 0.38
H 2.141 4.861 2.429 -0.027 0.055 0.067 0.16
H 3.397 1.501 3.362 0.007 -0.016 0.147 0.29
H -3.350 2.321 5.028 -0.061 -0.002 0.074 0.47
H -0.175 1.629 -1.936 -0.021 0.185 -0.052 0.26
H -0.372 5.281 4.237 0.007 0.116 -0.005 0.49
H -0.299 -6.151 3.188 -0.004 0.119 -0.056 0.35
H 3.658 2.081 -3.098 -0.009 0.051 -0.045 0.30
H -1.316 -2.845 2.627 0.144 0.059 0.104 0.53
H 5.035 1.004 3.862 0.010 -0.038 0.102 0.41
```
Positions in Å, forces in eV/Å.